# 1
The following is a DFT calculation (the ωB97M-V functional and the def2-TZVPD basis) of a cluster of 2 separate species, C7H12O in total.

```
20
Properties=species:S:1:pos:R:3:forces:R:3:lowdin_spin:R:1
C -0.7012 0.8345 1.9371 1.71 -0.85 0.36 0.01
C -0.8970 -0.3230 2.5938 -0.60 0.07 -0.82 -0.03
C 0.5409 1.8000 0.0046 1.52 0.93 1.45 0.29
C -0.3486 0.8841 0.4976 -1.30 0.42 -0.33 0.08
C -0.8695 0.0118 -0.5114 -0.31 -0.42 -0.34 0.48
C -0.4881 0.4476 -1.8813 0.76 0.71 0.18 0.06
C 0.2975 -0.5302 -2.7574 -1.75 0.54 -0.35 0.02
H -0.4132 1.7191 2.4936 0.07 0.11 0.05 0.00
H -0.6466 -0.5148 3.6264 -0.62 0.22 0.29 0.00
H -1.3153 -1.1110 1.9654 0.54 -0.42 0.37 0.00
H 1.1270 2.3333 0.7759 -0.52 0.28 0.28 0.02
H 0.2279 1.3233 -1.4291 -0.60 -0.81 -1.69 0.01
H -1.3560 -0.9531 -0.3427 -0.13 0.26 0.31 0.04
H -1.3050 0.9335 -2.4362 -0.12 -0.27 -0.03 0.02
H 1.2001 -0.8487 -2.2650 0.37 -0.33 0.10 0.00
H 0.5080 -0.0414 -3.7168 0.36 -0.03 0.10 0.00
H -0.3846 -1.3549 -3.0238 0.58 -0.42 0.13 0.00
H 1.2869 -0.9380 1.8535 0.09 0.43 -0.21 0.00
H 1.5435 -2.2570 1.2249 0.31 0.20 -0.17 0.00
O 1.9932 -1.4150 1.3908 -0.35 -0.63 0.34 0.00
```
Forces are in eV/Å.

Computed properties:
- energy relative to the best compared isomer or geometry (same formula, charge and spin) (kJ/mol) = 325.5
- multiplicity = 2
- <S²> = 0.777
- total charge = -1
- frontier orbital gap (alpha / beta) (hartree) = 0.211 / 0.204
- HOMO (alpha / beta) (eV) = -1.88 / -1.70

=====

# 2
The following is a DFT calculation (the ωB97M-V functional and the def2-TZVPD basis) of a cluster of 2 separate species, C2H5N2S in total.

```
10
Properties=species:S:1:pos:R:3:forces:R:3:nbo_charge:R:1
C 1.0470 -0.6411 0.1338 2.23 -4.07 -2.97 0.30
C 0.4882 0.3477 0.7904 -1.95 4.75 1.73 -0.19
N 1.1408 -1.7721 -0.3135 -2.91 2.41 3.43 -0.46
N -1.4093 0.5503 -0.1874 1.38 0.60 0.56 -0.90
S 1.7285 1.2473 -0.0980 -1.62 -1.60 1.17 0.28
H -0.0065 0.5183 1.7587 0.74 -0.17 -0.47 0.30
H 1.7316 -2.0781 -0.9768 2.80 -1.27 -2.83 0.41
H -1.2360 1.5207 -0.4770 -0.37 -0.67 -0.16 0.41
H -2.3239 0.4447 0.2615 0.44 -0.23 -0.30 0.43
H -1.1605 -0.1376 -0.8916 -0.75 0.25 -0.18 0.41
```
Forces are in eV/Å.

Computed properties:
- energy relative to the best compared isomer or geometry (same formula, charge and spin) (kJ/mol) = 271.6
- multiplicity = 1
- total charge = +1
- frontier orbital gap (hartree) = 0.304
- HOMO (eV) = -14.88

=====

# 3
The following is a DFT calculation (the ωB97M-V functional and the def2-TZVPD basis) of a structure of composition C2H11N2Si.

```
16
Properties=species:S:1:pos:R:3:forces:R:3:nbo_charge:R:1
C -0.7824 0.5637 1.2821 0.29 0.94 1.17 -0.69
C -0.0714 0.3523 -0.0262 0.21 0.39 -0.86 0.08
N -0.4308 1.2311 -0.9974 -0.63 -0.17 0.42 -0.79
N -0.7943 -1.3833 -0.6295 -0.14 -0.01 2.26 -0.88
Si 1.9086 0.0844 0.0041 0.90 -0.90 -1.73 0.78
H -0.0713 1.2270 1.8605 -0.75 -0.46 -0.51 0.26
H -1.7112 1.1671 1.1693 0.50 -0.62 -0.05 0.24
H -0.9493 -0.2793 1.9692 0.11 0.02 -0.63 0.25
H 0.2270 1.6960 -1.5919 0.20 -0.24 -0.36 0.42
H -1.4119 1.4965 -1.1203 0.66 0.11 0.30 0.40
H 0.0428 -1.8900 -0.8756 -0.21 -0.40 -0.82 0.42
H -1.5626 -1.3738 -1.2811 0.37 0.22 -1.04 0.42
H -1.2265 -1.8865 0.1605 0.59 0.28 -0.09 0.41
H 2.3567 -0.4876 1.2475 -0.18 0.06 0.79 -0.12
H 2.6429 1.3499 -0.3778 -0.75 -0.35 0.32 -0.09
H 2.4714 -0.9977 -1.0308 -1.17 1.11 0.82 -0.11
```
Forces are in eV/Å.

Computed properties:
- energy relative to the best compared isomer or geometry (same formula, charge and spin) (kJ/mol) = 72.1
- multiplicity = 1
- total charge = +1
- frontier orbital gap (hartree) = 0.423
- HOMO (eV) = -14.97

=====

# 4
The following is a DFT calculation (the ωB97M-V functional and the def2-TZVPD basis) of a structure of composition C22H34BeFN5O8.

```
71
Properties=species:S:1:pos:R:3:forces:R:3:mulliken_charge:R:1
O 0.2119 3.1615 -2.4944 -1.88 2.49 2.17 -0.46
H 0.4929 4.0128 -2.1118 -0.33 -0.20 -0.36 0.04
Be 1.3569 0.7379 -2.3290 0.84 0.97 -2.52 -0.20
N -0.3049 -0.6518 -4.7065 1.65 -1.26 -2.26 0.16
N 1.8602 -1.9842 -4.0050 -0.66 0.06 -3.10 -0.14
O -1.3326 0.0738 -5.1677 -0.76 0.80 0.36 -0.67
O 3.1897 -2.2473 -3.8505 0.67 -0.48 0.93 -0.44
C 0.2250 -1.4680 -5.6295 -1.79 1.48 1.96 0.35
C 1.4797 -2.1170 -5.2754 0.44 0.16 3.14 0.46
C -0.3700 -1.6959 -6.9828 -0.14 0.11 -0.47 -1.35
C 2.2707 -2.8579 -6.2945 0.40 0.11 -0.14 -1.53
H -1.1648 -0.9668 -7.2085 0.42 -0.32 0.22 0.36
H -0.7966 -2.7112 -7.0369 0.05 0.25 0.00 0.27
H 0.4030 -1.6417 -7.7647 -0.25 0.04 0.17 0.33
H 3.0821 -3.3776 -5.7814 -0.09 0.01 -0.26 0.43
H 2.6948 -2.1895 -7.0542 0.01 -0.09 0.13 0.29
H 1.6251 -3.5731 -6.8171 0.10 0.09 0.12 0.37
H -1.3643 1.0432 -4.6163 0.16 -1.58 -0.58 0.44
H 3.3582 -2.0475 -2.8972 -0.24 -0.25 -0.67 0.40
O -0.3886 -2.7464 -2.4514 -0.36 0.21 -0.32 -0.71
H -1.1260 -2.2964 -2.9088 0.73 -0.23 0.23 0.34
H 0.4130 -2.4883 -2.9750 -0.49 0.00 0.27 0.34
C 1.7225 1.7000 -3.6876 0.53 0.17 -0.02 -1.02
H 1.0090 2.7368 -3.2170 1.16 -1.45 -1.03 0.07
H 1.3829 1.2954 -4.6381 -0.09 0.11 -0.32 0.18
H 2.7435 2.0829 -3.8111 0.19 -0.29 -0.06 0.50
O -1.4915 2.3086 -4.1943 0.06 1.10 0.20 -0.60
H -0.9713 2.6103 -3.3554 0.03 0.05 -0.66 0.30
H -1.1088 2.8711 -4.8994 -0.15 -0.51 0.64 0.35
F -1.8974 3.7312 2.0345 0.33 -0.86 0.10 -0.35
C -1.5639 2.4043 1.9180 0.12 0.08 0.29 0.35
C -1.3024 1.8621 0.6893 -0.06 -0.57 -0.02 -0.59
C -0.8393 0.5161 0.6289 -0.42 -0.09 1.31 0.17
C -0.0152 0.0769 -0.4414 0.18 0.78 -2.91 0.60
O 0.0389 0.7914 -1.5187 -0.66 -1.31 2.47 -0.24
C 0.7723 -1.1000 -0.3018 -0.18 -0.46 1.25 -0.44
C 0.4094 -2.0036 0.6771 0.35 1.13 -0.43 -0.12
N -0.4259 -1.6445 1.7057 -0.75 1.23 -1.59 0.32
C -0.4890 -2.4450 2.8623 -0.09 -0.40 0.73 -0.28
C -0.0480 -3.8654 2.8508 -0.26 -0.51 0.06 -0.85
C 0.8082 -2.8211 3.4932 0.60 0.14 0.84 -0.40
C -0.9245 -0.3191 1.7701 0.98 -0.57 -0.49 0.49
C -1.2418 0.2510 2.9981 -0.22 1.07 0.52 -0.81
C -1.3694 1.6528 3.1052 -0.39 -0.73 -1.45 -0.36
N -1.1017 2.2688 4.3147 0.35 0.19 1.24 0.25
C 0.1395 1.9400 5.0222 -0.50 0.06 -0.70 -0.75
C -0.2123 1.2458 6.3316 0.53 -0.43 -0.78 -0.59
N -1.1248 2.1632 7.0459 0.01 0.62 1.07 -0.11
C -2.3686 2.6034 6.3418 -0.62 -0.09 -0.46 -0.72
C -1.9671 3.2058 4.9994 0.46 -0.42 -0.44 -0.63
C 2.0495 -1.2511 -1.0761 0.98 0.22 -1.59 1.22
O 2.7414 -2.2614 -0.9836 -0.52 0.00 0.55 -0.80
O 2.4136 -0.2489 -1.8465 -0.52 -1.58 2.28 -0.63
H -1.3463 2.4509 -0.2218 0.22 0.02 -0.01 0.58
H 0.8350 -3.0071 0.6848 0.00 0.51 -0.01 0.41
H -1.3016 -2.2099 3.5435 0.04 -0.14 -0.43 0.65
H -0.6131 -4.5096 3.5244 0.23 0.00 -0.36 0.27
H 0.2938 -4.3169 1.9231 -0.19 -0.01 0.33 0.23
H 1.7263 -2.5141 2.9819 -0.40 -0.11 0.20 0.29
H 0.8277 -2.7913 4.5804 0.28 -0.12 -0.17 0.25
H -1.3085 -0.3444 3.9086 0.34 0.32 -0.24 0.00
H 0.7061 2.8811 5.2208 -0.18 -0.45 0.03 0.34
H 0.7637 1.2873 4.3862 -0.31 0.35 0.36 0.38
H -0.7418 0.3034 6.1664 0.10 0.16 -0.04 0.36
H 0.6786 1.0679 6.9428 -0.27 0.09 0.12 0.35
H -1.3789 1.7627 7.9512 0.10 0.20 0.01 0.37
H -0.5884 3.0212 7.2059 0.03 -0.03 0.37 0.41
H -2.8801 3.3336 6.9770 0.16 -0.17 0.06 0.41
H -2.9981 1.7139 6.2301 0.11 0.21 -0.12 0.36
H -1.4106 4.1470 5.1537 -0.33 0.00 0.07 0.33
H -2.8470 3.3978 4.3817 0.12 0.11 0.21 0.42
```
Forces are in eV/Å.

Computed properties:
- energy relative to the best compared isomer or geometry (same formula, charge and spin) (kJ/mol) = 125.2
- multiplicity = 1
- total charge = 0
- frontier orbital gap (alpha / beta) (hartree) = 0.055 / 0.055
- HOMO (alpha / beta) (eV) = -3.57 / -3.57